A single C2H3NO3 molecule. Source: the OMol25 dataset; level of theory: wB97M-V/def2-TZVPD.

```
! RIJCOSX wB97M-V def2-TZVPD def2/J DEFGRID3
* xyz 0 1
H -0.899 2.360 -1.257
O 0.916 -1.818 1.270
C 1.141 -1.256 0.244
N -1.270 1.195 -0.050
O -0.348 1.693 -0.916
H 1.971 -1.553 -0.495
H -1.170 -0.496 1.126
C -0.760 0.118 0.378
O 0.419 -0.243 -0.301
*
```

Results
E in Ha: -358.4027
Strongest force on any atom in eV Å⁻¹: 2.33
LUMO level in eV: 0.890
Energy above the lowest of the compared OMol25 structures with the same formula, charge and spin in kcal per mole: 79.65

Charges obtained by Mulliken population analysis, quoted in units of e: 0.39, -0.46, 0.20, -0.44, -0.33, 0.31, 0.44, 0.10, -0.21

=====

A 2-piece molecular cluster, C4H7NO5 overall. Source: the OMol25 dataset; level of theory: wB97M-V/def2-TZVPD.

```
! RIJCOSX wB97M-V def2-TZVPD def2/J DEFGRID3
* xyz 0 1
O -2.583 1.175 -2.605
C 1.960 -0.891 1.296
O -1.444 -0.583 -3.128
H 0.043 1.804 0.356
C -1.580 0.032 -0.961
O 1.448 -0.350 0.337
N -1.879 0.255 -2.335
H 1.869 -2.004 1.253
H -0.034 -2.802 -0.261
H 2.110 -0.264 2.215
H -0.863 2.706 -0.672
O -1.951 0.938 -0.012
C -0.930 2.082 0.228
C -0.609 -2.203 -1.030
O -1.018 -1.098 -0.545
H -1.320 2.659 1.114
H -0.676 -2.268 -2.051
*
```

Results
E in Ha: -587.2704
Strongest force on any atom in eV Å⁻¹: 3.88
LUMO level (alpha / beta) in eV: -0.604 / -0.067
Energy above the lowest of the compared OMol25 structures with the same formula, charge and spin in kcal per mole: 218.85

Charges obtained by Mulliken population analysis, quoted in units of e: -0.61, -0.12, -0.69, 0.30, 0.30, -0.34, 1.02, 0.21, 0.18, 0.25, 0.31, -0.35, -0.63, -0.28, -0.16, 0.23, 0.39

=====

A single C4H8N2O molecule. Source: the OMol25 dataset; level of theory: wB97M-V/def2-TZVPD.

```
! RIJCOSX wB97M-V def2-TZVPD def2/J DEFGRID3
* xyz 0 1
C 0.537 0.083 -0.425
H -0.849 0.878 1.193
H 2.665 0.415 -0.375
H 0.424 0.142 -1.519
H -1.612 -1.590 -0.438
N -1.868 0.927 -0.644
H 1.707 1.908 -0.328
C 1.751 0.872 0.024
C -0.835 0.356 0.232
H 1.826 0.866 1.116
H -1.284 -1.551 1.321
O -2.714 1.527 -0.029
H 0.737 -2.019 -0.584
C -0.959 -1.179 0.345
N 0.482 -1.302 0.087
*
```

Results
E in Ha: -341.8492
Strongest force on any atom in eV Å⁻¹: 0.59
LUMO level in eV: 0.030
Energy above the lowest of the compared OMol25 structures with the same formula, charge and spin in kcal per mole: 96.89

Charges obtained by Mulliken population analysis, quoted in units of e: 0.11, 0.41, 0.32, 0.31, 0.34, -0.14, 0.34, -1.40, 0.43, 0.34, 0.26, -0.32, 0.25, -0.73, -0.53

=====

C13H23BiClIOP2 as an isolated structure. Source: the OMol25 dataset; level of theory: wB97M-V/def2-TZVPD.

```
! RIJCOSX wB97M-V def2-TZVPD def2/J DEFGRID3
* xyz 2 1
Bi -0.510 1.521 0.058
C -1.103 -1.443 -1.950
C 2.935 1.103 0.979
H 3.909 -5.229 1.981
H 0.420 -0.419 3.382
H 3.721 0.964 1.730
H -3.915 2.933 -0.387
P 1.551 -0.040 1.300
C -2.950 0.872 -3.451
H -4.633 2.941 -2.032
H 3.345 0.939 -0.025
I 0.567 0.037 -2.773
C 1.110 0.346 3.019
H -1.368 -1.152 0.640
Cl -0.900 3.587 1.454
H -4.645 1.456 -1.024
C 2.250 -4.109 1.152
H 2.560 2.134 1.007
H -1.205 3.214 -3.612
C -4.077 2.348 -1.297
H -2.830 3.914 -3.274
P -2.492 1.891 -2.040
H 4.011 -0.965 2.681
H -2.084 0.651 -4.071
C 2.316 -1.717 1.500
H 1.757 -4.991 0.762
H 2.023 0.304 3.608
H 5.039 -3.213 2.909
C -1.974 -0.278 0.402
H -1.489 4.094 -2.096
C 4.094 -3.117 2.368
C 3.517 -1.850 2.219
H -2.543 -0.005 1.313
C 1.674 -2.860 0.975
H 0.732 -2.749 0.431
H -2.696 -0.423 -0.405
H -3.690 1.420 -4.040
H 0.627 1.321 3.106
C 3.458 -4.252 1.834
C -1.948 3.429 -2.838
H -3.376 -0.075 -3.124
O -1.185 -2.532 -2.368
*
```

Results
E in Ha: -2238.9243
Strongest force on any atom in eV Å⁻¹: 5.23
LUMO level (alpha / beta) in eV: -9.091 / -10.578

Charges obtained by Mulliken population analysis, quoted in units of e: 1.20, 0.23, -1.14, 0.41, 0.37, 0.43, 0.36, 0.43, -1.23, 0.44, 0.38, 0.10, -1.20, 0.51, -0.39, 0.36, -0.57, 0.42, 0.35, -1.17, 0.43, 0.56, 0.14, 0.39, 0.97, 0.42, 0.46, 0.40, -1.51, 0.36, -0.70, -0.54, 0.46, -0.19, 0.15, 0.52, 0.45, 0.44, -0.55, -1.11, 0.36, -0.19

=====

C16H34O3P2STi as an isolated structure. Source: the OMol25 dataset; level of theory: wB97M-V/def2-TZVPD.

```
! RIJCOSX wB97M-V def2-TZVPD def2/J DEFGRID3
* xyz 0 3
H 2.874 0.317 0.633
C 0.286 2.592 -2.960
H 1.058 2.632 1.554
H 1.422 -4.254 0.407
H -0.107 3.395 -3.604
C 1.237 2.438 -0.580
S 0.685 -3.045 -1.479
C -0.773 1.599 -2.613
H 3.656 0.134 2.203
C 0.968 3.314 -1.757
C -1.195 -1.057 1.048
H 1.744 -5.070 -1.178
H 1.138 -2.742 1.937
H 2.753 -3.642 -0.678
H -2.271 0.830 -1.151
H 1.102 2.129 -3.559
H -0.487 0.895 1.551
H 0.404 4.212 -1.470
H -1.028 0.883 -3.380
H -0.818 4.263 0.830
H 1.380 -2.307 3.667
H 1.154 1.505 3.858
O -0.660 -3.271 -0.419
H -1.835 -2.497 -2.801
H 2.669 1.572 1.862
C -1.455 1.548 -1.360
O 1.053 -1.601 -1.342
H 0.978 -0.074 4.715
H -1.618 3.711 -1.263
H -1.100 -1.822 1.853
H -1.328 2.809 1.605
H -2.750 2.843 -0.205
O 0.297 -3.567 -2.775
H -0.656 -1.159 -2.582
C 0.707 0.505 3.831
H -3.895 -2.126 -1.253
Ti 0.363 0.845 -1.251
C -1.714 2.860 -0.574
H -3.464 -3.657 -0.406
H -0.382 0.584 3.767
C 0.498 2.560 0.608
H 0.748 0.056 0.365
P 1.339 -0.386 2.437
C 1.671 -2.094 2.637
H 2.265 2.050 -0.491
C -1.630 -1.568 -2.235
H 1.938 3.708 -2.077
H -2.136 -0.493 1.320
C -0.853 3.166 0.676
C 2.741 0.486 1.713
H -2.429 -0.854 -2.462
C -0.056 -0.064 1.203
C -3.417 -2.561 -0.366
P -1.713 -2.027 -0.483
C 1.759 -4.115 -0.628
H 2.753 -2.243 2.559
H -3.868 -2.140 0.543
*
```

Results
E in Ha: -2785.6201
Strongest force on any atom in eV Å⁻¹: 4.15
LUMO level (alpha / beta) in eV: 0.274 / 0.034

Charges obtained by Mulliken population analysis, quoted in units of e: 0.10, -0.72, 0.59, 0.26, 0.37, -0.26, 0.87, -1.02, 0.71, -1.37, -1.19, 0.37, -0.04, 0.39, 0.52, 0.29, -0.18, 0.34, 0.57, 0.38, 0.46, 0.35, -0.48, 0.62, 0.37, 0.84, -0.42, 0.59, 0.31, 0.60, 0.39, 0.40, -0.60, 0.31, -1.82, 0.40, -0.71, -1.51, 0.30, 0.34, -0.42, -1.13, 1.18, -1.12, 0.60, -1.79, 0.39, 0.29, -0.74, -1.44, 0.60, 2.09, -1.34, 1.37, -1.02, 0.36, 0.40

=====

A single C4H6N2S molecule. Source: the OMol25 dataset; level of theory: wB97M-V/def2-TZVPD.

```
! RIJCOSX wB97M-V def2-TZVPD def2/J DEFGRID3
* xyz 0 1
C 1.199 -1.229 -0.357
H 0.363 1.796 1.241
N -0.165 -0.875 -0.796
H 1.993 -0.906 -1.144
H -0.784 -0.411 1.371
C -1.078 -0.521 0.303
H -2.293 -0.853 0.316
H -1.252 1.236 -1.522
C 0.102 1.808 0.144
C -0.636 0.675 -0.630
H 0.684 -1.932 1.308
N 1.639 -1.839 0.719
S 0.230 3.052 -0.952
*
```

Results
E in Ha: -663.5422
Strongest force on any atom in eV Å⁻¹: 5.04
LUMO level in eV: -1.083
Energy above the lowest of the compared OMol25 structures with the same formula, charge and spin in kcal per mole: 116.95

Charges obtained by Mulliken population analysis, quoted in units of e: 0.09, 0.29, -0.24, 0.31, 0.30, -0.59, 0.21, 0.30, -0.14, -0.05, 0.29, -0.55, -0.23